# 1
38
Properties=species:S:1:pos:R:3:forces:R:3 method="wB97M-V/def2-TZVPD" spin_multiplicity=1 energy_ha=-1298.60008 homo_ha=-0.319 de_lowest_ev=0.224 orbital_gap_ev=9.167 e_lumo_ev=0.477 charge=0
C 3.445186 4.347734 -1.782361 0.11 0.03 0.21
C 4.365382 4.023173 -0.611823 -0.22 -0.41 -0.10
C 4.627888 2.527816 -0.499020 0.58 0.25 -0.09
O 3.411714 1.875260 -0.140624 -0.30 0.15 0.07
C 3.369708 0.548144 -0.320391 0.26 -0.21 -0.13
O 4.298566 -0.091060 -0.754470 -0.10 0.08 0.07
C 2.065969 -0.034567 0.068810 -0.19 -0.12 0.05
C 1.887993 -1.411409 -0.050253 0.09 0.38 0.02
C 0.694356 -2.005491 0.302490 -0.09 -0.20 0.00
C -0.350746 -1.219074 0.784118 0.37 0.09 -0.12
N -1.582185 -1.746417 1.168600 -0.06 0.41 0.19
C -2.020982 -3.034551 1.115042 -0.53 -0.03 0.30
O -1.380990 -3.978930 0.722832 0.20 -0.24 -0.11
C -3.463972 -3.170951 1.621552 0.26 -0.18 -0.08
C -4.402435 -2.385098 0.773653 -0.30 0.45 0.09
C -5.033198 -2.775043 -0.365622 0.17 -0.02 0.26
C -5.821170 -1.753034 -0.944568 -0.10 0.21 -0.06
C -5.777388 -0.594470 -0.244338 0.19 0.15 0.22
S -4.775568 -0.725787 1.147576 -0.23 -0.56 -0.30
C -0.176270 0.161794 0.901679 -0.06 -0.11 0.01
C 1.018648 0.749538 0.548752 0.13 -0.11 -0.06
H 3.901058 4.041904 -2.721438 0.01 -0.02 -0.13
H 2.499335 3.823450 -1.671564 -0.12 -0.01 -0.06
H 3.247391 5.415834 -1.825910 -0.07 0.08 -0.08
H 5.323503 4.529992 -0.736328 0.03 -0.01 0.08
H 3.913264 4.368419 0.319401 0.09 0.07 0.07
H 5.378583 2.316588 0.271726 -0.09 -0.03 -0.13
H 4.987429 2.113254 -1.447569 -0.02 0.07 0.15
H 2.707562 -2.005644 -0.424326 0.05 -0.06 -0.03
H 0.561520 -3.070138 0.209521 0.00 -0.01 0.00
H -2.247438 -1.056848 1.498204 0.15 -0.21 -0.14
H -3.504884 -2.831749 2.658826 -0.02 -0.09 0.03
H -3.723548 -4.229840 1.581912 0.09 0.11 0.05
H -4.940565 -3.763098 -0.778930 0.05 -0.22 -0.04
H -6.395098 -1.881431 -1.844479 -0.12 0.01 -0.15
H -6.269467 0.335573 -0.446819 -0.15 0.16 -0.11
H -0.989289 0.770359 1.273312 -0.08 0.07 0.03
H 1.150138 1.815800 0.642826 -0.01 0.08 0.02

# 2
15
Properties=species:S:1:pos:R:3:forces:R:3 method="wB97M-V/def2-TZVPD" spin_multiplicity=1 energy_ha=-233.48377 homo_ha=-0.271 de_lowest_ev=4.386 orbital_gap_ev=7.988 e_lumo_ev=0.626 charge=0
C -2.066201 0.414682 -0.141876 -0.06 -0.02 0.12
C -0.862737 0.121532 -1.039355 0.05 0.02 -0.08
C 0.193584 -0.842403 -0.565656 -0.35 0.00 0.07
C 2.303448 0.018073 0.611704 0.29 0.10 0.03
O 0.885518 0.075671 0.844839 -0.05 -0.28 0.02
H -1.754618 0.920883 0.779772 -0.04 -0.05 -0.13
H -2.568507 -0.518438 0.141664 0.07 0.13 -0.03
H -2.805944 1.054040 -0.637993 0.11 -0.05 0.07
H -1.209408 -0.360182 -1.968940 0.05 0.04 0.10
H -0.394967 1.059719 -1.368342 -0.05 -0.14 0.01
H -0.323201 -1.581178 0.086809 0.07 0.07 -0.13
H 2.606110 -0.992974 0.328438 -0.10 0.17 0.11
H 2.496676 0.683698 -0.227951 -0.02 -0.08 0.12
H 2.821560 0.369345 1.507711 0.00 -0.01 -0.08
H 0.678688 -0.422468 1.649178 0.03 0.10 -0.20

# 3
31
Properties=species:S:1:pos:R:3:forces:R:3 method="wB97M-V/def2-TZVPD" spin_multiplicity=1 energy_ha=-704.92362 homo_ha=-0.297 de_lowest_ev=3.061 orbital_gap_ev=7.840 e_lumo_ev=-0.245 charge=0
O -5.628923 -3.001283 0.351992 -0.67 -0.85 0.18
C -4.935023 -3.644293 1.024622 2.10 1.02 0.47
N -4.022169 -4.121562 1.734426 -2.23 -0.37 -0.54
N -2.746170 -3.582523 1.403387 1.07 1.37 -0.95
C -2.513661 -2.272157 1.996750 0.40 0.30 1.47
O -2.123434 -2.226301 3.127863 -0.26 0.15 -0.87
O -2.674397 -1.074372 1.289449 -0.79 -1.64 -0.11
H -2.548157 -3.607359 0.398635 -0.36 0.08 0.30
H -3.543047 -1.085333 0.831885 0.75 -0.04 0.03
C 0.767126 -0.597345 1.153085 -0.04 -0.08 0.00
C 1.217985 0.808043 0.780846 -0.09 -0.12 -0.02
N 2.133692 0.851115 -0.350236 0.34 0.12 -0.08
C 2.770417 2.150871 -0.526078 0.12 0.04 0.17
C 1.876161 3.339447 -0.884979 0.04 0.20 -0.11
C 1.671648 0.212536 -1.574431 -0.11 -0.31 0.06
C 0.363948 0.715302 -2.191771 -0.08 0.00 -0.22
H 1.622928 -1.248287 1.346623 -0.01 0.05 -0.08
H 0.160769 -0.563329 2.061181 0.02 0.03 -0.06
H 0.152848 -1.050615 0.371405 0.04 0.00 0.02
H 1.723325 1.226795 1.657227 0.12 0.11 -0.19
H 0.329835 1.432203 0.611811 -0.11 0.01 0.06
H 3.560615 2.065347 -1.279105 -0.11 -0.15 -0.04
H 3.297200 2.394517 0.403506 -0.11 -0.12 0.05
H 1.557163 3.305608 -1.926544 -0.07 -0.01 0.05
H 2.435306 4.270357 -0.754882 -0.02 -0.05 0.01
H 0.990916 3.402287 -0.249492 0.03 -0.04 -0.03
H 1.563572 -0.859345 -1.380434 -0.02 0.07 0.12
H 2.461283 0.267828 -2.330488 0.07 0.17 0.17
H -0.419550 0.867977 -1.446796 0.06 0.00 0.02
H -0.009362 -0.021563 -2.908403 0.02 0.01 0.03
H 0.507155 1.645434 -2.741054 -0.09 0.03 0.09

Repeat the second record exactly.
15
Properties=species:S:1:pos:R:3:forces:R:3 method="wB97M-V/def2-TZVPD" spin_multiplicity=1 energy_ha=-233.48377 homo_ha=-0.271 de_lowest_ev=4.386 orbital_gap_ev=7.988 e_lumo_ev=0.626 charge=0
C -2.066201 0.414682 -0.141876 -0.06 -0.02 0.12
C -0.862737 0.121532 -1.039355 0.05 0.02 -0.08
C 0.193584 -0.842403 -0.565656 -0.35 0.00 0.07
C 2.303448 0.018073 0.611704 0.29 0.10 0.03
O 0.885518 0.075671 0.844839 -0.05 -0.28 0.02
H -1.754618 0.920883 0.779772 -0.04 -0.05 -0.13
H -2.568507 -0.518438 0.141664 0.07 0.13 -0.03
H -2.805944 1.054040 -0.637993 0.11 -0.05 0.07
H -1.209408 -0.360182 -1.968940 0.05 0.04 0.10
H -0.394967 1.059719 -1.368342 -0.05 -0.14 0.01
H -0.323201 -1.581178 0.086809 0.07 0.07 -0.13
H 2.606110 -0.992974 0.328438 -0.10 0.17 0.11
H 2.496676 0.683698 -0.227951 -0.02 -0.08 0.12
H 2.821560 0.369345 1.507711 0.00 -0.01 -0.08
H 0.678688 -0.422468 1.649178 0.03 0.10 -0.20

What did the first record say?
38
Properties=species:S:1:pos:R:3:forces:R:3 method="wB97M-V/def2-TZVPD" spin_multiplicity=1 energy_ha=-1298.60008 homo_ha=-0.319 de_lowest_ev=0.224 orbital_gap_ev=9.167 e_lumo_ev=0.477 charge=0
C 3.445186 4.347734 -1.782361 0.11 0.03 0.21
C 4.365382 4.023173 -0.611823 -0.22 -0.41 -0.10
C 4.627888 2.527816 -0.499020 0.58 0.25 -0.09
O 3.411714 1.875260 -0.140624 -0.30 0.15 0.07
C 3.369708 0.548144 -0.320391 0.26 -0.21 -0.13
O 4.298566 -0.091060 -0.754470 -0.10 0.08 0.07
C 2.065969 -0.034567 0.068810 -0.19 -0.12 0.05
C 1.887993 -1.411409 -0.050253 0.09 0.38 0.02
C 0.694356 -2.005491 0.302490 -0.09 -0.20 0.00
C -0.350746 -1.219074 0.784118 0.37 0.09 -0.12
N -1.582185 -1.746417 1.168600 -0.06 0.41 0.19
C -2.020982 -3.034551 1.115042 -0.53 -0.03 0.30
O -1.380990 -3.978930 0.722832 0.20 -0.24 -0.11
C -3.463972 -3.170951 1.621552 0.26 -0.18 -0.08
C -4.402435 -2.385098 0.773653 -0.30 0.45 0.09
C -5.033198 -2.775043 -0.365622 0.17 -0.02 0.26
C -5.821170 -1.753034 -0.944568 -0.10 0.21 -0.06
C -5.777388 -0.594470 -0.244338 0.19 0.15 0.22
S -4.775568 -0.725787 1.147576 -0.23 -0.56 -0.30
C -0.176270 0.161794 0.901679 -0.06 -0.11 0.01
C 1.018648 0.749538 0.548752 0.13 -0.11 -0.06
H 3.901058 4.041904 -2.721438 0.01 -0.02 -0.13
H 2.499335 3.823450 -1.671564 -0.12 -0.01 -0.06
H 3.247391 5.415834 -1.825910 -0.07 0.08 -0.08
H 5.323503 4.529992 -0.736328 0.03 -0.01 0.08
H 3.913264 4.368419 0.319401 0.09 0.07 0.07
H 5.378583 2.316588 0.271726 -0.09 -0.03 -0.13
H 4.987429 2.113254 -1.447569 -0.02 0.07 0.15
H 2.707562 -2.005644 -0.424326 0.05 -0.06 -0.03
H 0.561520 -3.070138 0.209521 0.00 -0.01 0.00
H -2.247438 -1.056848 1.498204 0.15 -0.21 -0.14
H -3.504884 -2.831749 2.658826 -0.02 -0.09 0.03
H -3.723548 -4.229840 1.581912 0.09 0.11 0.05
H -4.940565 -3.763098 -0.778930 0.05 -0.22 -0.04
H -6.395098 -1.881431 -1.844479 -0.12 0.01 -0.15
H -6.269467 0.335573 -0.446819 -0.15 0.16 -0.11
H -0.989289 0.770359 1.273312 -0.08 0.07 0.03
H 1.150138 1.815800 0.642826 -0.01 0.08 0.02